13
Properties=species:S:1:pos:R:3:forces:R:3 method="wB97M-V/def2-TZVPD" smiles="OC1=C2N[C@@H]2CN1" total_energy_ha=-340.6570 max_force_ev_per_a=0.4 homo_ev=-7.48
O -0.5814 -2.3810 0.1113 -0.1 0.2 0.1
C -0.2055 -1.1201 0.1617 0.3 -0.1 -0.1
C -0.9465 -0.0776 0.8176 0.1 -0.1 0.0
N -1.3149 0.9119 -0.2796 -0.2 0.1 0.1
C -0.0890 1.1039 0.4671 0.1 0.3 0.0
C 1.0919 0.6885 -0.4036 0.1 0.0 0.1
N 0.9582 -0.7810 -0.3715 -0.3 -0.1 0.0
H -1.4237 -2.4056 0.6009 0.1 0.0 -0.1
H -2.0532 1.5242 0.0569 0.0 -0.2 0.1
H 0.0259 1.9215 1.1773 0.0 -0.1 -0.2
H 0.8843 1.0450 -1.4125 0.4 0.0 -0.1
H 2.0884 0.9949 -0.0648 -0.3 -0.1 0.0
H 1.5656 -1.4246 -0.8607 -0.1 0.1 0.1